1.
Density functional theory data (ωB97M-V/def2-TZVPD) for C4H8O2 in the gas phase.

Geometry as XYZ:
```
14
Properties=species:S:1:pos:R:3:forces:R:3
O 1.481671 0.871997 0.314935 0.13 0.08 -0.02
C 1.383012 -0.387258 -0.353768 -0.10 -0.24 0.06
C 0.067978 -1.112615 -0.007747 0.03 0.04 -0.01
C -1.166208 -0.296451 0.356345 0.09 0.14 -0.32
C -1.515559 0.949726 -0.003827 -0.24 -0.38 0.11
O -0.746202 1.910045 -0.562853 -0.31 -0.25 0.00
H 0.178019 1.656339 -0.362204 0.22 0.26 -0.24
H 2.236877 -0.992199 -0.027156 -0.14 -0.08 -0.25
H 1.483237 -0.204338 -1.432784 -0.09 0.11 0.37
H 0.264269 -1.808468 0.816002 -0.04 0.03 -0.12
H -0.219662 -1.719309 -0.875697 0.16 -0.12 0.16
H -1.926363 -0.893489 0.857881 0.00 0.24 -0.19
H 1.027450 0.756469 1.156271 0.09 0.10 0.27
H -2.548515 1.269552 0.124602 0.21 0.06 0.19
```
Forces are in eV/Å.

Total energy: -8371.602 eV
LUMO energy: 0.0305 Ha
Gap between HOMO and LUMO: 9.45 eV
SMILES string: O/C=C\CCO
E_HOMO: -8.6 eV
Energy above the lowest of the compared OMol25 structures with the same formula, charge and spin: 162.1 kJ/mol
Max |F|: 0.5 eV/A

Results of the natural (NBO) charge analysis, in e, for atoms 1 through 2:
1 O -0.720
2 C -0.070



2.
Density functional theory data (ωB97M-V/def2-TZVPD) for C5H5N in the gas phase.

Geometry as XYZ:
```
11
Properties=species:S:1:pos:R:3:forces:R:3
C -1.959553 -0.025473 0.205418 0.61 -1.46 -2.13
C -0.954020 -0.935211 -0.143215 -1.67 1.21 0.72
C 0.524883 -0.568335 -0.263423 -4.53 4.52 1.78
C 1.603192 -1.185276 0.110720 3.96 -0.60 2.45
C 0.410389 0.961291 -0.120664 2.60 -3.11 -1.18
H -1.577140 0.992669 0.386799 -1.09 -0.38 -0.08
H -3.135153 -0.214208 -0.004417 3.18 0.16 1.13
H -1.254112 -1.949754 -0.190069 -0.02 -1.02 -0.56
H 2.685497 -0.593732 0.479915 -3.54 -1.92 -1.62
H 1.449676 -2.247868 0.437659 0.70 0.92 -0.74
N 0.583127 2.075845 0.022442 -0.19 1.68 0.23
```
Forces are in eV/Å.

Total energy: -6752.300 eV
LUMO energy: -0.0039 Ha
Gap between HOMO and LUMO: 9.61 eV
SMILES string: C=CC(=C)C#N
E_HOMO: -9.7 eV
Energy above the lowest of the compared OMol25 structures with the same formula, charge and spin: 348.1 kJ/mol
Max |F|: 6.6 eV/A

Results of the natural (NBO) charge analysis, in e, for atoms 1 through 2:
1 C -0.372
2 C -0.226



3.
Density functional theory data (ωB97M-V/def2-TZVPD) for 9 unconnected molecules or ions with the total composition C18H57N3O9.

Geometry as XYZ:
```
87
Properties=species:S:1:pos:R:3:forces:R:3
C 3.292149 -3.853881 0.124959 1.24 -0.47 0.36
O 2.686200 -2.729340 0.742124 0.04 -0.16 -0.04
H 4.345778 -3.608740 -0.008735 0.02 0.17 -1.06
H 3.444259 -4.701959 0.792580 -0.95 -0.23 0.31
H 2.779559 -4.171094 -0.783183 0.09 0.28 0.11
H 3.431551 -2.259089 1.122806 -0.33 0.36 0.22
C -1.928909 3.095647 -1.078939 -2.08 -1.82 -2.55
O -1.357860 3.896361 -0.168940 1.32 1.72 1.70
H -1.724931 2.032452 -0.951989 0.35 0.21 0.28
H -3.014779 3.185505 -1.109252 -0.42 -0.22 0.44
H -1.696660 3.376161 -2.106301 0.65 -0.17 -0.36
H -1.546977 4.777172 -0.500612 0.27 0.33 0.53
C -0.199676 -2.845565 4.354649 0.00 0.98 -1.73
O -0.242889 -3.620810 5.484409 0.01 -0.73 1.40
H 0.804014 -2.485935 4.128019 0.16 -0.06 -0.15
H -0.568996 -3.416866 3.502983 0.09 -0.11 0.04
H -0.822274 -1.953565 4.423993 -0.22 0.19 0.07
H 0.134966 -3.073758 6.176904 -0.02 -0.25 0.32
C 2.977871 2.018536 -1.292570 1.31 0.42 0.14
O 3.832430 1.978662 -2.413632 0.40 0.17 0.06
H 2.803242 0.978059 -1.018674 -0.96 0.13 0.29
H 3.527760 2.495434 -0.481216 0.16 -0.16 0.25
H 2.148989 2.711833 -1.435309 -0.59 -0.63 -0.13
H 3.311604 2.197752 -3.189739 -0.15 -0.02 -0.71
C -1.057616 -4.291561 0.408482 1.42 1.52 0.25
O -1.272572 -5.468538 -0.285815 -0.71 -0.92 -0.18
H 0.011313 -4.202931 0.602479 0.17 -0.28 0.47
H -1.200316 -3.400480 -0.202827 -0.72 0.14 -0.21
H -1.586994 -4.178965 1.354628 -0.11 -0.17 -0.05
H -2.099616 -5.830116 0.041082 0.00 -0.24 -0.27
C 0.102510 -0.355375 0.551045 -1.32 1.25 -1.31
O 0.482527 -1.310394 1.473723 -0.01 -0.04 0.44
H 0.817664 -0.071730 -0.221097 0.60 -0.20 0.20
H -0.783231 -0.623803 -0.024713 -0.29 -0.63 -0.16
H -0.249795 0.577802 0.990541 0.39 0.07 0.66
H 1.126669 -1.880927 1.048066 0.33 -0.44 0.06
C -6.158203 -0.199640 -1.237613 -0.05 -0.65 -0.03
C -4.915241 0.347279 -0.499212 -0.65 -0.51 -2.67
C -4.447282 -0.513824 0.658448 -1.84 2.20 0.30
O -3.398664 0.133140 1.333381 0.23 -0.28 -0.81
C -2.838114 -0.755456 2.256993 0.83 0.58 0.08
N -3.878154 0.482220 -1.555618 0.86 -0.10 0.48
H -6.395943 0.391643 -2.121903 0.13 0.49 0.24
H -7.055991 -0.254818 -0.621947 0.07 0.06 0.15
H -6.003610 -1.183907 -1.679670 0.22 -0.38 0.31
H -5.281149 1.354438 -0.299621 0.76 0.14 1.03
H -4.284730 -1.526569 0.289655 0.46 -0.19 0.25
H -5.238141 -0.439141 1.404826 -0.68 -1.01 -0.05
H -2.405096 -1.572783 1.680304 0.38 -0.31 0.45
H -3.533272 -1.135704 3.005497 -0.37 -0.05 -0.05
H -2.096491 -0.143293 2.770181 0.32 -0.52 0.10
H -3.805464 -0.309044 -2.179089 -1.12 -0.40 -0.42
H -2.982108 0.314623 -1.120727 0.48 0.81 0.59
C 3.664563 1.597380 4.549704 0.24 0.75 0.36
C 2.446078 1.458473 3.637713 1.24 -1.96 -0.31
C 2.755712 1.831943 2.167936 0.22 -0.01 1.43
O 2.540882 3.215328 2.044454 1.21 -0.55 -1.23
C 1.307615 3.462993 1.465876 -1.07 0.91 0.31
N 2.053749 0.042183 3.694607 -0.68 -0.32 0.01
H 3.903014 2.646806 4.722730 -0.10 0.14 0.05
H 4.604253 1.171604 4.197828 -0.19 -0.32 -0.53
H 3.481199 1.131344 5.517844 -0.24 0.07 0.00
H 1.647690 2.038835 4.100157 -0.16 0.15 -0.51
H 2.247699 1.187580 1.450436 -1.06 0.42 0.00
H 3.772117 1.531679 1.913261 0.62 0.58 0.38
H 1.262419 4.543761 1.331735 -0.30 -0.05 -0.10
H 0.521590 3.147045 2.151765 -0.40 0.11 0.13
H 1.071633 2.971251 0.522156 0.53 -0.11 -0.19
H 2.729626 -0.564058 3.252147 0.92 0.07 0.29
H 1.310765 -0.124915 3.031167 -0.75 0.14 0.13
C -0.318085 2.133114 -4.909134 -0.83 -0.75 -0.16
C 0.914136 1.612630 -4.195134 -1.07 0.34 0.02
C 1.158345 0.091447 -4.248221 0.10 0.37 -0.24
O 0.187891 -0.647127 -3.521202 0.19 0.20 0.75
C 0.583914 -1.993309 -3.179006 -0.15 1.16 -1.23
N 2.042503 2.410331 -4.646738 0.89 -0.30 0.29
H -0.506701 3.169358 -4.628551 -0.11 -0.02 0.14
H -1.178865 1.513904 -4.656687 -0.25 0.18 0.10
H -0.239918 2.121019 -5.996264 0.28 -0.16 -0.13
H 0.760420 1.919722 -3.160635 0.12 -0.51 0.35
H 2.185137 -0.032081 -3.903909 0.10 -0.37 0.42
H 1.123248 -0.282558 -5.271448 0.13 0.16 -0.44
H -0.341285 -2.520526 -2.946293 0.28 -0.02 0.33
H 1.348594 -2.006911 -2.402360 -0.19 -0.01 0.31
H 1.018503 -2.427593 -4.079359 0.07 -0.39 -0.05
H 1.765731 3.370463 -4.499663 0.19 0.26 -0.12
H 2.186517 2.303769 -5.640728 0.08 -0.05 -0.20
```
Forces are in eV/Å.

Total energy: -42482.179 eV
LUMO energy: 0.0130 Ha
Gap between HOMO and LUMO: 9.06 eV
SMILES string: COC[C@H](C)N.COC[C@H](C)N.COC[C@H](C)N.CO.CO.CO.CO.CO.CO
E_HOMO: -8.7 eV
Energy above the lowest of the compared OMol25 structures with the same formula, charge and spin: 327.5 kJ/mol
Max |F|: 3.8 eV/A

Results of the Löwdin charge analysis, in e, for atoms 1 through 2:
1 C -0.129
2 O -0.130



4.
Density functional theory data (ωB97M-V/def2-TZVPD) for a molecular structure, C5H9NO2.

Geometry as XYZ:
```
17
Properties=species:S:1:pos:R:3:forces:R:3
C 0.549276 -0.403308 0.274835 3.17 -2.10 0.28
C 1.310940 -0.998596 -1.011015 -3.37 -1.19 0.49
C 0.438837 0.164428 -1.103495 -0.23 -1.68 -0.89
C -0.954133 1.279691 -0.115495 -1.99 2.01 -1.89
C -0.819608 -0.122177 0.718081 -2.71 1.83 1.04
H 1.396402 1.253222 1.556603 0.97 -3.89 -1.38
H 1.684191 -0.591885 1.939649 0.37 3.17 -2.20
H 0.715256 -1.810767 -1.519895 1.62 0.57 0.46
H 2.321148 -1.024649 -0.869264 2.43 -0.32 0.22
H -0.469302 -0.307100 -1.630172 0.98 1.63 0.73
H -1.779996 1.117424 -1.012256 2.02 0.14 2.38
H -1.283077 2.247835 0.341252 0.64 -0.89 0.20
H -1.058105 0.212343 1.850787 0.71 -1.60 -2.26
H -2.266479 -1.858412 0.217418 2.59 4.14 0.28
N 1.721291 0.207677 1.109851 -3.31 -0.05 2.54
O 0.357659 1.479597 -0.781285 -1.86 1.82 -0.58
O -1.864298 -0.845322 0.034408 -2.04 -3.59 0.55
```
Forces are in eV/Å.

Total energy: -10908.479 eV
LUMO energy: 0.0204 Ha
Gap between HOMO and LUMO: 8.86 eV
E_HOMO: -8.3 eV
Energy above the lowest of the compared OMol25 structures with the same formula, charge and spin: 781.2 kJ/mol
Max |F|: 4.9 eV/A

Results of the natural (NBO) charge analysis, in e, for atoms 1 through 2:
1 C -0.007
2 C -0.329



5.
Density functional theory data (ωB97M-V/def2-TZVPD) for a molecular structure, C36H29Cl5IrN3P2.

Geometry as XYZ:
```
76
Properties=species:S:1:pos:R:3:forces:R:3
Ir -0.371305 -0.290661 -0.794649 -0.15 -0.08 0.04
Cl -1.864122 -0.970647 -3.321019 0.00 0.05 0.01
C -2.262914 0.641768 -2.794273 0.06 -0.10 0.05
C -1.753156 1.058439 -1.564121 0.00 -0.10 -0.02
C -2.119877 2.331481 -1.131006 0.08 -0.05 0.09
Cl -1.585202 2.909709 0.411148 0.00 -0.05 -0.04
C -2.919610 3.164773 -1.905088 -0.07 0.10 -0.06
Cl -3.349411 4.725965 -1.350972 0.00 -0.01 -0.01
C -3.370650 2.724554 -3.156171 -0.02 0.02 -0.01
Cl -4.328212 3.743998 -4.127071 -0.01 0.01 -0.01
C -3.044337 1.442414 -3.608030 -0.08 0.06 -0.09
Cl -3.592546 0.881088 -5.128681 0.01 0.03 0.03
C 2.821406 0.701870 0.486749 -0.01 -0.06 0.05
C 2.241436 0.042452 1.735698 -0.02 -0.02 0.06
P 0.644750 -0.811018 1.379157 -0.03 0.14 -0.09
C -0.452814 -0.446563 2.751901 0.04 -0.01 0.05
C -0.013691 -0.705011 4.054284 0.00 0.01 0.01
C -0.837790 -0.418444 5.127776 -0.01 0.00 0.00
C -2.100655 0.123362 4.909467 0.00 0.00 0.01
C -2.539609 0.381063 3.619976 0.01 -0.01 -0.01
C -1.715053 0.096004 2.540298 -0.02 0.03 0.01
C 1.034890 -2.570158 1.458236 0.00 -0.04 -0.04
C 0.197750 -3.465696 2.119713 -0.01 -0.02 -0.01
C 0.485990 -4.822844 2.098868 0.00 0.00 -0.02
C 1.598251 -5.289932 1.411386 0.00 0.00 0.00
C 2.433393 -4.400778 0.744230 -0.01 0.00 0.02
C 2.152102 -3.043864 0.766418 0.00 -0.03 0.00
P 1.533443 1.776469 -0.244411 0.21 0.18 -0.03
C 1.995506 3.480894 0.078008 -0.03 0.00 0.04
C 2.869247 4.167443 -0.770126 0.01 0.01 -0.03
C 3.281386 5.445623 -0.433030 -0.01 0.00 0.02
C 2.832679 6.035422 0.742794 0.01 0.01 -0.01
C 1.973309 5.351240 1.590824 0.00 -0.02 -0.01
C 1.548887 4.074212 1.259109 0.02 0.01 0.00
C 1.406463 1.495437 -1.998851 -0.07 -0.13 0.04
C 1.545945 0.175550 -2.489848 0.08 0.02 -0.07
C 1.274835 -0.105065 -3.827482 0.02 0.02 0.03
C 0.829391 0.903684 -4.663803 -0.01 0.05 0.01
C 0.655695 2.200069 -4.173197 -0.01 -0.03 -0.03
C 0.928338 2.497702 -2.852198 -0.01 0.00 0.00
H 3.152621 -0.038221 -0.242179 -0.01 0.00 -0.01
H 3.678817 1.330967 0.728749 0.00 0.01 0.01
H 2.029238 0.792500 2.500967 0.01 0.01 -0.01
H 2.935119 -0.678482 2.169034 0.01 0.00 0.00
H 0.964581 -1.137815 4.232411 0.00 0.00 -0.01
H -0.498558 -0.618620 6.135054 -0.01 0.00 0.00
H -2.741997 0.345913 5.751787 0.00 0.00 0.00
H -3.519346 0.808068 3.452566 0.00 0.00 0.00
H -2.054311 0.317987 1.535991 0.03 0.02 -0.01
H -0.672259 -3.107802 2.656687 0.00 0.00 -0.01
H -0.157985 -5.515318 2.624553 0.01 0.00 0.00
H 1.824198 -6.348203 1.406447 0.00 0.01 0.00
H 3.309162 -4.763553 0.222736 0.00 0.00 0.00
H 2.820410 -2.358348 0.254855 -0.01 0.00 0.00
H 3.234849 3.709222 -1.681012 -0.01 0.00 0.01
H 3.956971 5.981286 -1.086052 0.00 0.00 0.00
H 3.158093 7.034689 0.999240 0.00 0.00 0.00
H 1.629204 5.813451 2.505897 0.00 0.00 0.00
H 0.871617 3.543183 1.917231 -0.02 0.00 0.00
H 2.004732 -0.599331 -1.876393 -0.02 -0.01 0.01
H 1.416544 -1.108207 -4.206205 0.00 0.00 0.00
H 0.612317 0.689227 -5.701695 0.00 0.00 0.00
H 0.305225 2.981645 -4.834863 0.00 -0.01 -0.01
H 0.777060 3.501645 -2.476025 -0.01 0.00 0.00
N -1.588424 -5.786714 -0.982689 0.00 0.05 0.04
C -2.009562 -4.543672 -0.670325 0.04 -0.13 -0.04
C -1.155910 -3.426272 -0.778003 -0.01 0.08 0.00
N -1.593316 -2.219629 -0.462283 -0.01 -0.01 0.04
C -2.857909 -2.069450 -0.044143 0.08 0.01 -0.01
C -3.671587 -3.181225 0.067773 -0.05 -0.07 -0.01
N -3.261308 -4.404812 -0.235124 -0.01 0.10 0.02
H -0.678855 -5.958291 -1.368932 -0.01 0.00 -0.01
H -2.255522 -6.538981 -0.951371 0.00 -0.01 0.00
H -0.128729 -3.529840 -1.107039 0.01 0.00 0.02
H -3.205675 -1.071075 0.178920 -0.01 -0.02 0.01
H -4.693644 -3.077928 0.411424 0.00 -0.01 0.00
```
Forces are in eV/Å.

Total energy: -126285.651 eV
LUMO energy (alpha / beta): -0.1987 / -0.3079 Ha
Charge: +2
Gap between HOMO and LUMO (alpha / beta): 7.70 / 5.36 eV
E_HOMO (alpha / beta): -13.1 / -13.7 eV
Energy above the lowest of the compared OMol25 structures with the same formula, charge and spin: 0.0 kJ/mol
Max |F|: 0.3 eV/A
Multiplicity: 5

Results of the Löwdin charge analysis, in e, for atoms 1 through 2:
1 Ir 1.063
2 Cl 0.744